A cluster of 8 separate species, C32H80O8 in total. Source: the Open Molecules 2025 dataset; level of theory: wB97M-V/def2-TZVPD.

Total charge: 0
HOMO level (eV): -9.477
ΔE to the lowest compared entry with this formula, charge and spin (kcal/mol): 50.6
E (Ha): -1868.9056
Molecular weight (g mol⁻¹): 592.984
SMILES: CCOCC.CCOCC.CCOCC.CCOCC.CCOCC.CCOCC.CCOCC.CCOCC

Last column: Mulliken charge in e.
Positions of all 120 atoms, in Å:
C: 4.982 0.527 2.563  -1.4016
C: 4.814 2.029 2.325  0.4652
O: 5.618 2.349 1.257  -0.3664
C: 5.301 3.693 0.812  -0.1654
C: 5.673 3.856 -0.651  -1.2051
H: 4.759 -0.060 1.678  0.2677
H: 6.032 0.289 2.760  0.3940
H: 4.407 0.227 3.409  0.4095
H: 3.752 2.259 2.062  -0.2322
H: 5.089 2.677 3.196  0.2923
H: 4.227 3.856 1.005  0.2433
H: 5.839 4.400 1.460  0.3318
H: 6.769 3.924 -0.891  0.3583
H: 5.202 4.749 -1.010  0.3823
H: 5.282 3.030 -1.273  0.2323
C: 1.321 1.946 -0.537  0.3343
C: 1.512 0.606 -1.113  0.2320
O: 0.496 0.347 -2.030  -0.0525
C: 0.480 -1.028 -2.368  -0.3882
C: -0.797 -1.449 -2.967  -0.4058
H: 0.378 2.060 0.012  0.0073
H: 2.184 2.294 0.100  -0.0786
H: 1.318 2.763 -1.260  -0.4468
H: 2.511 0.532 -1.616  0.1508
H: 1.475 -0.170 -0.315  -0.2561
H: 1.359 -1.257 -2.970  0.3461
H: 0.690 -1.533 -1.437  -0.0207
H: -1.590 -1.112 -2.214  0.1758
H: -0.690 -2.534 -3.189  -0.1217
H: -0.925 -0.985 -3.942  0.3179
C: -4.183 -3.043 -5.111  -1.1780
C: -3.509 -3.832 -4.029  -0.1381
O: -2.193 -4.282 -4.456  -0.3491
C: -1.489 -4.935 -3.455  0.5015
C: -0.304 -5.711 -4.149  -1.3241
H: -5.233 -2.933 -4.830  0.3734
H: -3.712 -2.042 -5.284  0.2217
H: -4.174 -3.564 -6.075  0.3042
H: -3.255 -3.232 -3.174  0.2480
H: -4.102 -4.653 -3.679  0.3811
H: -0.998 -4.222 -2.789  -0.2315
H: -2.108 -5.529 -2.738  0.2672
H: 0.371 -6.058 -3.379  0.3783
H: 0.237 -5.053 -4.867  0.2870
H: -0.556 -6.608 -4.709  0.3757
C: -3.024 0.057 1.911  -1.4535
C: -1.504 0.066 1.793  1.1339
O: -1.006 1.221 2.490  -0.4064
C: 0.329 1.144 2.994  0.2994
C: 0.826 2.477 3.599  -1.2777
H: -3.470 0.075 2.938  0.3002
H: -3.259 0.940 1.319  0.3990
H: -3.450 -0.834 1.389  0.2812
H: -1.090 -0.853 2.270  -0.3677
H: -1.074 0.068 0.796  -0.1193
H: 0.423 0.323 3.700  0.2912
H: 1.068 0.887 2.266  -0.0156
H: 0.178 2.983 4.317  0.3586
H: 1.058 3.169 2.779  0.1605
H: 1.698 2.251 4.218  0.3698
C: -1.894 3.198 -4.217  -1.1237
C: -0.494 3.208 -4.922  -0.2177
O: 0.483 3.827 -4.066  -0.1367
C: 1.767 3.977 -4.656  -0.5758
C: 2.793 4.320 -3.572  -0.6174
H: -2.654 2.589 -4.766  0.3651
H: -1.943 2.814 -3.191  0.2320
H: -2.246 4.232 -4.239  0.3330
H: -0.174 2.168 -5.118  0.2468
H: -0.570 3.730 -5.928  0.2586
H: 2.001 3.027 -5.203  0.4252
H: 1.753 4.715 -5.429  0.3432
H: 2.406 5.260 -3.180  0.1631
H: 3.795 4.409 -3.830  0.5235
H: 2.714 3.582 -2.654  -0.0633
C: 0.062 -3.609 1.121  -0.8813
C: 1.145 -3.243 2.127  -0.3271
O: 0.560 -3.451 3.453  -0.1469
C: 1.457 -3.052 4.476  -0.0319
C: 0.912 -3.385 5.835  -1.2701
H: -0.523 -4.506 1.453  0.2427
H: -0.655 -2.790 0.998  -0.0156
H: 0.488 -3.662 0.149  0.4184
H: 2.005 -3.895 2.008  0.5612
H: 1.395 -2.199 1.963  0.0952
H: 2.448 -3.527 4.355  0.3053
H: 1.638 -1.976 4.403  0.1018
H: 1.467 -2.991 6.626  0.4535
H: 0.817 -4.520 5.931  0.1989
H: -0.093 -2.991 5.781  0.2943
C: -2.219 -6.857 4.696  -1.2140
C: -2.510 -5.606 3.722  0.1477
O: -3.360 -5.819 2.591  -0.4208
C: -3.908 -4.598 2.113  0.1262
C: -4.649 -4.783 0.823  -1.3752
H: -1.767 -7.693 4.156  0.3164
H: -1.608 -6.554 5.543  0.3445
H: -3.212 -7.139 5.108  0.3278
H: -2.939 -4.707 4.330  0.2363
H: -1.459 -5.310 3.395  0.0132
H: -4.617 -4.304 2.891  0.3803
H: -3.091 -3.905 1.939  0.0976
H: -5.538 -5.421 0.944  0.3426
H: -3.950 -5.167 0.080  0.2509
H: -5.008 -3.857 0.479  0.4354
C: -1.274 6.074 2.406  -1.2815
C: -1.391 5.510 0.992  0.4842
O: -0.936 6.448 0.088  -0.3738
C: -0.739 5.820 -1.138  0.5645
C: 0.388 6.607 -1.752  -1.0839
H: -0.259 6.391 2.654  0.3237
H: -1.901 6.934 2.641  0.3371
H: -1.508 5.257 3.178  0.2946
H: -0.845 4.590 0.959  -0.2683
H: -2.414 5.279 0.755  0.2886
H: -0.427 4.823 -0.978  -0.3240
H: -1.691 5.764 -1.669  0.2820
H: 0.728 6.044 -2.586  0.0214
H: 1.144 6.722 -0.988  0.3483
H: 0.137 7.639 -1.994  0.3533